[1]
C19H14N7O4S2SeTi | the ωB97M-V functional and the def2-TZVPD basis

Computed properties:
* frontier orbital gap: 6.217 eV
* LUMO energy: -10.994 eV
* strongest force on any atom: 0.5 eV/Å
* total charge: +3
* M: 595.327 g/mol
* ΔE to the lowest compared entry with this formula, charge and spin: 27.42 kcal per mole

Geometry (Å):
Ti  -0.91726  -0.22796  0.26221
O  -0.14287  -0.11993  4.53004
C  -0.52787  0.03974  3.30744
O  -0.74436  -0.86190  2.49429
C  -0.81570  1.44014  2.87821
C  -0.99039  2.56786  3.65462
C  -1.59323  3.68157  3.05966
C  -2.10060  3.59980  1.76474
C  -1.89549  2.41724  1.07626
N  -1.18182  1.42158  1.59586
C  -2.57419  1.95007  -0.18701
O  -3.08141  2.58568  -1.03871
O  -2.50542  0.56293  -0.20704
H  -0.07786  -1.05598  4.79467
H  -0.71435  2.56812  4.70078
H  -1.74279  4.58378  3.63896
H  -2.67817  4.40133  1.32242
N  -3.45836  -2.60221  -0.55293
C  -2.18022  -2.95475  -0.53093
N  -1.19745  -2.17007  -0.05770
C  0.06779  -2.79042  -0.16848
C  0.02420  -3.99756  -0.74868
S  -1.59982  -4.45388  -1.14060
C  1.21695  -2.07323  0.39442
C  2.37486  -2.59970  0.82725
S  3.38636  -1.38520  1.51454
C  2.16664  -0.21082  1.23370
N  1.09426  -0.68684  0.61329
N  2.28550  1.06802  1.63969
H  -3.77829  -1.75292  -0.11201
H  -4.16550  -3.23364  -0.90044
H  0.84243  -4.66588  -0.96540
H  2.68741  -3.63145  0.81415
H  3.15505  1.38276  2.04543
H  1.71246  1.78591  1.22504
Se  -1.77377  0.02134  -2.83020
N  -0.36871  0.28236  -1.63929
C  0.76630  0.36799  -2.37798
C  2.06796  0.68038  -1.94515
C  3.07760  0.73461  -2.87029
C  2.87913  0.48363  -4.25721
C  1.63850  0.20882  -4.72714
C  0.55698  0.15893  -3.79832
N  -0.69136  -0.04164  -4.17308
H  2.27357  0.93228  -0.91868
H  4.07317  0.99943  -2.53696
H  3.72426  0.54357  -4.92851
H  1.42586  0.04611  -5.77493

Atoms 1-6, force components in eV/Å:
-0.337 -0.078 0.289
0.016 0.061 0.083
-0.009 -0.049 -0.092
0.052 0.052 -0.114
-0.016 0.015 0.020
0.007 -0.004 0.010

---

[2]
C19H15Cl2CuN2O4 | the ωB97M-V functional and the def2-TZVPD basis

Computed properties:
* frontier orbital gap (alpha / beta): 7.090 / 7.033 eV
* LUMO energy (alpha / beta): 2.777 / 2.774 eV
* expectation value of S²: 0.75
* spin multiplicity: 2
* strongest force on any atom: 0.4 eV/Å
* total charge: -1
* M: 469.791 g/mol

Geometry (Å):
Cu  -0.41103  -0.84603  0.47792
C  0.10200  -3.49461  -2.81491
C  -0.23503  -2.22548  -2.06056
O  -0.24630  -2.34080  -0.78494
C  -0.48678  -1.07413  -2.78041
C  -0.88131  0.18097  -2.22162
C  -1.22684  1.31335  -3.14996
N  -0.97631  0.35779  -0.94165
N  -1.50186  1.56895  -0.48635
C  -1.63995  1.50353  0.80853
O  -1.36070  0.49349  1.55851
C  -2.24483  2.69509  1.47349
C  -2.10442  3.97210  0.94014
C  -2.69507  5.05999  1.56630
C  -3.43683  4.88224  2.72866
C  -3.57000  3.60985  3.26962
C  -2.96840  2.52349  2.64902
H  0.07195  -4.33862  -2.12810
H  1.10690  -3.42479  -3.23674
H  -0.59837  -3.66624  -3.63355
H  -0.43151  -1.13617  -3.85948
H  -0.92880  1.07437  -4.17010
H  -0.73557  2.22666  -2.81936
H  -2.30026  1.50792  -3.12096
H  -1.53009  4.09446  0.03167
H  -2.57349  6.05337  1.15050
H  -3.90638  5.73152  3.21063
H  -4.13842  3.46523  4.18072
H  -3.04232  1.52728  3.06566
Cl  5.87330  -4.28159  0.32079
C  4.60694  -3.08074  0.49413
C  4.88483  -1.74041  0.15882
C  3.91331  -0.79236  0.26870
Cl  4.27680  0.85654  -0.14140
C  2.56028  -1.08829  0.70442
O  1.67394  -0.20763  0.74917
C  2.35769  -2.46563  1.08620
C  1.11735  -2.91438  1.64700
O  0.11768  -2.24368  1.90874
C  3.37558  -3.42832  0.95386
H  5.87315  -1.46128  -0.18167
H  1.09107  -3.99091  1.89683
H  3.16812  -4.45609  1.23174

Atoms 1-6, force components in eV/Å:
-0.292 0.123 -0.198
-0.011 -0.030 -0.013
-0.006 0.138 0.046
0.132 0.001 0.022
-0.004 0.056 0.050
0.013 -0.065 -0.064

---

[3]
C19H15ClN4O3 | the ωB97M-V functional and the def2-TZVPD basis

Computed properties:
* frontier orbital gap: 8.506 eV
* LUMO energy: -0.148 eV
* strongest force on any atom: 3.9 eV/Å
* total charge: 0
* M: 382.807 g/mol
* ΔE to the lowest compared entry with this formula, charge and spin: 53.19 kcal per mole

Geometry (Å):
C  1.75140  0.82782  4.28508
N  1.74816  -0.20252  3.17856
C  2.71662  0.02830  2.18774
O  3.79473  0.46518  2.40690
C  2.40957  -0.07770  0.74279
N  1.23391  0.75310  0.38252
C  -0.08567  0.20871  0.77751
N  -1.15937  0.58334  0.23241
N  -1.13738  1.68237  -0.59351
C  -2.23019  1.68486  -1.58950
C  -1.68241  1.02649  -2.92066
C  -1.69433  -0.39240  -3.03987
C  -1.36090  -1.07842  -4.19943
C  -0.84232  -0.31816  -5.29087
C  -0.71876  1.10669  -5.19448
C  -1.02211  1.71104  -3.92153
C  0.00037  2.52520  -0.76456
O  -0.23906  3.49571  -1.42526
C  1.35873  1.98245  -0.29952
O  2.37232  2.55611  -0.41385
C  -0.16667  -0.91121  1.76054
C  -1.12648  -1.88569  1.46030
C  -1.32843  -3.03627  2.27506
Cl  -1.97401  -4.49264  1.66552
C  -0.47699  -3.21408  3.40239
C  0.57239  -2.31186  3.65024
C  0.71029  -1.07097  2.86073
H  2.67625  0.94956  4.64593
H  1.28691  1.75925  3.99197
H  1.21699  0.49714  5.15102
H  2.18164  -1.17462  0.60867
H  3.33308  0.18694  0.16351
H  -3.10563  1.26850  -1.02176
H  -2.54558  2.69129  -1.94941
H  -2.06184  -0.88823  -2.16408
H  -1.39619  -2.17168  -4.08487
H  -0.47618  -0.92047  -6.17613
H  -0.33846  1.67989  -6.00974
H  -0.99222  2.82146  -3.95138
H  -1.74076  -1.68669  0.58707
H  -0.62324  -4.12659  4.02196
H  1.16183  -2.53117  4.57196

Atoms 1-6, force components in eV/Å:
-3.202 -1.663 -1.381
1.262 1.560 -0.250
-0.796 0.920 0.150
2.276 0.815 1.838
-0.905 -1.532 -1.183
-1.686 -1.133 0.515

---

[4]
C19H15CoNO4S5 | the ωB97M-V functional and the def2-TZVPD basis

Computed properties:
* frontier orbital gap (alpha / beta): 3.409 / 4.668 eV
* LUMO energy (alpha / beta): 4.503 / 4.496 eV
* expectation value of S²: 3.80
* spin multiplicity: 4
* strongest force on any atom: 3.0 eV/Å
* total charge: -2
* M: 540.600 g/mol

Geometry (Å):
Co  -16.15235  -7.00178  0.54886
S  -18.86389  -6.38346  0.39084
C  -19.36054  -7.71627  1.12141
C  -20.20851  -8.76503  0.38208
C  -20.60562  -10.07361  1.00906
C  -19.84622  -10.84566  1.86785
C  -18.79489  -10.18207  2.60684
C  -18.44696  -8.86228  2.61747
S  -16.81545  -8.28112  2.79721
C  -16.04314  -9.82327  1.98371
C  -14.63655  -9.37864  1.84915
C  -13.61787  -9.91900  2.65431
C  -12.33036  -9.57197  2.27490
C  -12.14654  -8.60119  1.27973
C  -13.23031  -8.06711  0.62014
C  -13.06127  -7.14631  -0.59486
S  -14.54317  -6.19779  -1.06202
C  -13.93956  -4.62870  -0.35813
C  -12.93964  -3.79262  -0.87904
C  -12.68282  -2.58359  -0.27293
C  -13.33999  -2.15111  0.85575
C  -14.30860  -2.95313  1.39019
C  -14.48392  -4.25704  0.91992
S  -15.52632  -5.31254  1.74057
N  -14.46144  -8.42314  0.92231
H  -21.12158  -8.14817  0.11762
H  -21.53206  -10.40927  0.61943
H  -20.15152  -11.86886  2.08488
H  -17.91046  -10.73444  2.95684
H  -16.53266  -10.01239  1.01341
H  -16.09729  -10.63542  2.71371
H  -13.85049  -10.60440  3.49955
H  -11.47968  -10.02012  2.79542
H  -11.12977  -8.34600  0.99048
H  -12.70741  -7.71341  -1.47499
H  -12.26197  -6.45526  -0.32406
H  -12.36156  -4.13796  -1.72682
H  -11.83555  -1.96941  -0.58278
H  -13.06388  -1.19528  1.32302
H  -14.93122  -2.65508  2.26014
O  -17.66701  -10.51975  -1.44761
S  -18.01555  -9.14145  -1.56311
O  -19.76634  -8.98966  -0.97435
O  -17.10676  -8.35758  -0.66683
O  -19.37899  -7.79999  2.59542

Atoms 1-6, force components in eV/Å:
-0.098 -0.849 -0.541
0.531 2.238 -0.496
-0.946 -2.115 1.730
-0.527 1.280 -0.383
1.341 -0.243 1.023
-1.176 2.396 -0.105

---

[5]
C19H15F6N2 | the ωB97M-V functional and the def2-TZVPD basis

Computed properties:
* frontier orbital gap: 5.827 eV
* LUMO energy: -6.017 eV
* strongest force on any atom: 2.1 eV/Å
* total charge: +1
* M: 385.331 g/mol

Geometry (Å):
F  -5.38632  2.15685  4.00446
C  -5.30499  0.98663  3.30941
F  -6.17350  0.10919  3.90212
F  -5.79620  1.23499  2.04934
C  -3.90896  0.43886  3.25446
C  -3.73554  -0.89664  2.89547
C  -2.45978  -1.42012  2.84433
C  -1.30696  -0.62882  3.12155
C  -0.04393  -1.28510  3.05609
C  1.22985  -0.67541  2.94885
C  1.46999  0.71147  2.67961
C  2.74310  1.24393  2.81620
C  3.81203  0.40644  3.13572
C  5.17401  0.99608  3.36692
F  6.00063  0.14626  4.04736
F  5.80360  1.29841  2.18353
F  5.11352  2.15545  4.09076
C  3.64675  -0.97537  3.21788
C  2.37647  -1.50608  3.11212
C  -1.53361  0.72873  3.50875
C  -2.81846  1.25438  3.54613
H  -4.59537  -1.51783  2.65973
H  -2.31102  -2.46525  2.57216
H  -0.04828  -2.35671  3.25717
H  0.65113  1.35852  2.36420
H  2.91696  2.31024  2.68107
H  4.50386  -1.62255  3.37974
H  2.23002  -2.58560  3.16766
H  -0.69870  1.36237  3.80817
H  -2.98267  2.29684  3.80901
C  1.19397  -5.52198  2.23844
C  0.51988  -4.62096  1.29010
N  0.06174  -3.38940  1.47320
C  -0.47144  -2.98421  0.26170
C  -0.34421  -3.99436  -0.66708
N  0.29239  -5.02310  0.00508
H  1.17126  -5.06277  3.23161
H  0.68523  -6.49506  2.26871
H  2.23789  -5.67851  1.93178
H  -0.91642  -2.01142  0.12322
H  -0.64701  -4.04482  -1.69927
H  0.55928  -5.93005  -0.36899

Atoms 1-6, force components in eV/Å:
0.246 -1.070 -0.635
-1.915 0.720 -0.018
0.987 0.741 -0.586
0.662 -0.318 1.229
0.251 -0.174 -0.121
0.069 0.038 -0.044

---

[6]
C19H16Br2N9OSSn | the ωB97M-V functional and the def2-TZVPD basis

Computed properties:
* frontier orbital gap: 7.337 eV
* LUMO energy: -2.751 eV
* strongest force on any atom: 1.1 eV/Å
* total charge: +1
* M: 696.985 g/mol
* ΔE to the lowest compared entry with this formula, charge and spin: 0.00 kcal per mole

Geometry (Å):
Sn  -0.22463  -0.00878  -0.46510
Br  -2.30844  -3.00673  3.21621
C  -2.21511  -1.11819  3.30626
C  -2.81666  -0.44088  4.37165
C  -2.71629  0.91994  4.46948
Br  -3.55677  1.79767  5.92726
C  -2.00301  1.65793  3.49999
C  -1.82414  3.05681  3.52458
C  -1.13772  3.68065  2.51686
C  -0.62327  2.90713  1.46930
N  -0.75566  1.59984  1.42393
C  -1.42572  0.95696  2.40951
C  -1.53082  -0.46701  2.28828
O  -0.99173  -1.10749  1.28658
H  -3.36561  -1.00238  5.11459
H  -2.23646  3.62825  4.34504
H  -0.99072  4.75140  2.51757
H  -0.08990  3.35979  0.63930
C  -0.05775  -5.02709  -0.93696
N  0.51877  -4.27098  0.15846
C  0.64941  -4.71253  1.45941
C  1.21108  -3.72257  2.16845
N  1.43993  -2.66400  1.29179
C  1.00358  -3.02151  0.04742
S  1.06174  -2.16890  -1.41748
C  2.02681  -1.44230  1.67890
C  2.90042  -1.42241  2.76085
C  3.45737  -0.21989  3.15044
C  3.14625  0.93173  2.44358
C  2.27540  0.82030  1.38126
N  1.71933  -0.33697  1.00718
H  -0.37278  -5.99668  -0.56310
H  0.67406  -5.16147  -1.73117
H  -0.91585  -4.49500  -1.34404
H  0.29493  -5.67691  1.77599
H  1.42148  -3.67496  3.21955
H  3.15702  -2.33472  3.27749
H  4.13874  -0.18579  3.98938
H  3.56990  1.88916  2.70922
H  1.99171  1.68382  0.79385
N  3.95810  2.01332  -3.80097
N  2.83326  2.26279  -3.07689
N  2.18498  3.39699  -3.17742
C  1.23938  3.23800  -2.26249
N  1.33613  2.05085  -1.65213
N  2.37364  1.43558  -2.18481
H  3.97572  2.57711  -4.63650
H  4.09876  1.02610  -3.94777
H  0.48353  3.97304  -2.04827

Atoms 1-6, force components in eV/Å:
-0.630 -0.270 0.857
-0.120 0.121 0.098
0.267 -0.115 -0.402
-0.030 0.187 0.101
-0.127 -0.131 0.227
0.083 -0.055 -0.120

---

Question: The lowest strongest force on any atom belongs to which entry?
Answer: C19H15Cl2CuN2O4

---

Question: Number 6 is which compound?
Answer: C19H16Br2N9OSSn

---

Question: What is the strongest force on any atom in the sixth record?
Answer: 1.1 eV/Å

---

Question: Among the records above, which one has the lowest M?
Answer: C19H15ClN4O3